# 1
A 2-piece molecular cluster, C5H10O overall in a non-equilibrium geometry, computed with ωB97M-V/def2-TZVPD.

Its HOMO-LUMO gap is 0.3522 Ha. As for the net charge: 0. The calculation puts the relative energy (zero: lowest compared OMol25 entry of this formula, charge and spin) at 97.31 kcal per mole. The value obtained for the HOMO energy is -8.967 eV. Its spin multiplicity is 1.

Last column: Löwdin charge in e.
CARTESIAN COORDINATES (ANGSTROEM)
C 1.367 -0.331 -0.046  -0.10
C 0.187 -0.780 -0.343  -0.11
C 1.747 1.157 0.037  -0.06
C -0.439 -2.049 -0.498  -0.08
C -1.728 1.136 0.551  -0.29
O -1.149 0.640 -0.523  -0.21
H 2.242 -1.090 0.064  0.15
H 1.912 1.500 0.946  0.02
H 2.481 1.294 -0.721  0.07
H 0.896 1.764 -0.217  0.06
H -1.137 -2.237 0.283  0.07
H 0.432 -2.738 -0.589  0.10
H -1.039 -2.207 -1.500  0.13
H -0.946 1.515 1.212  0.07
H -2.406 0.490 1.130  0.07
H -2.421 1.935 0.215  0.09

***

# 2
A 2-piece molecular cluster, C5H10O overall in a non-equilibrium geometry, computed with ωB97M-V/def2-TZVPD.

Its structure (SMILES) is C1C[C@H]2C[C@@H]12.O. Its HOMO-LUMO gap is 0.3958 Ha. As for the net charge: 0. The calculation puts the relative energy (zero: lowest compared OMol25 entry of this formula, charge and spin) at 60.19 kcal per mole. The value obtained for the HOMO energy is -9.754 eV. Its spin multiplicity is 1.

Last column: Löwdin charge in e.
CARTESIAN COORDINATES (ANGSTROEM)
C -1.080 0.337 0.071  -0.14
C -1.075 -1.165 0.384  -0.15
C 0.373 -1.089 0.847  -0.24
C 1.276 -0.796 -0.308  -0.08
C 0.516 0.324 0.360  -0.24
H -1.585 0.929 0.844  0.11
H -1.640 0.584 -0.862  0.12
H -1.800 -1.474 1.134  0.11
H -1.190 -1.777 -0.517  0.11
H 0.731 -1.440 1.804  0.13
H 2.345 -0.877 -0.091  0.11
H 1.033 -1.098 -1.324  0.11
H 1.137 1.096 0.830  0.13
O 0.517 2.192 -1.410  -0.08
H -0.075 1.486 -1.123  -0.04
H 0.518 2.768 -0.639  0.04

***

# 3
A 4-piece molecular cluster, C5H10O overall in a non-equilibrium geometry, computed with ωB97M-V/def2-TZVPD.

Its HOMO-LUMO gap is 0.3543 Ha. As for the net charge: 0. The calculation puts the relative energy (zero: lowest compared OMol25 entry of this formula, charge and spin) at 128.21 kcal per mole. The value obtained for the HOMO energy is -9.127 eV. Its spin multiplicity is 1.

Last column: Löwdin charge in e.
CARTESIAN COORDINATES (ANGSTROEM)
O 2.238 0.103 1.274  -0.17
C 2.177 -0.777 0.348  -0.26
C 0.495 -0.465 -0.856  -0.06
C -0.523 0.162 -0.130  -0.36
C -1.924 -0.191 0.233  -0.09
C -1.595 1.164 -0.378  -0.11
H 0.965 0.821 1.303  0.16
H 1.940 -1.823 0.623  0.09
H 2.840 -0.687 -0.532  0.09
H 0.443 -1.537 -1.010  0.09
H 0.995 0.152 -1.600  0.09
H 0.165 0.818 0.958  0.11
H -2.416 -0.934 -0.394  0.11
H -2.256 -0.190 1.268  0.10
H -1.850 1.375 -1.411  0.10
H -1.692 2.009 0.303  0.10

***

# 4
A single C5H10O molecule in a non-equilibrium geometry, computed with ωB97M-V/def2-TZVPD.

Its structure (SMILES) is OC1CCCC1. Its HOMO-LUMO gap is 0.3522 Ha. As for the net charge: 0. The calculation puts the relative energy (zero: lowest compared OMol25 entry of this formula, charge and spin) at 62.71 kcal per mole. The value obtained for the HOMO energy is -8.504 eV. Its spin multiplicity is 1.

Last column: Löwdin charge in e.
CARTESIAN COORDINATES (ANGSTROEM)
O -1.972 0.419 0.218  -0.13
C -0.981 0.162 -0.776  -0.24
C -0.219 -1.168 -0.609  -0.18
C 0.847 -0.862 0.444  -0.21
C 1.234 0.615 0.235  -0.24
C -0.050 1.370 0.142  -0.10
H -1.835 -0.182 0.942  0.07
H -1.609 0.039 -1.721  0.15
H -0.899 -1.973 -0.275  0.12
H 0.235 -1.543 -1.542  0.11
H 1.720 -1.513 0.375  0.10
H 0.416 -1.000 1.446  0.11
H 1.885 0.959 1.042  0.11
H 1.715 0.737 -0.734  0.11
H -0.371 1.634 1.207  0.13
H -0.115 2.305 -0.395  0.09

***

# 5
C5H10O as an isolated structure in a non-equilibrium geometry, computed with ωB97M-V/def2-TZVPD.

Its HOMO-LUMO gap (alpha / beta) is 0.3049 / 0.2567 Ha. As for the net charge: 0. The calculation puts the relative energy (zero: lowest compared OMol25 entry of this formula, charge and spin) at 130.46 kcal per mole. The value obtained for the HOMO energy (alpha / beta) is -7.567 / -6.779 eV. Its spin multiplicity is 1.

Last column: Löwdin charge in e.
CARTESIAN COORDINATES (ANGSTROEM)
O 1.582 0.146 1.664  0.02
C 1.436 -0.614 0.568  -0.21
C 0.331 -0.573 -0.283  -0.35
C -1.146 -0.767 0.381  -0.14
C -1.803 0.353 -0.379  -0.20
C -0.363 0.799 -0.600  -0.10
H 0.815 0.737 1.734  0.10
H 2.231 0.956 -1.406  0.07
H 2.295 -1.257 0.407  0.12
H 0.468 -1.217 -1.155  0.14
H -1.100 -0.595 1.458  0.11
H -1.460 -1.795 0.174  0.11
H -2.312 0.036 -1.296  0.10
H -2.460 1.004 0.201  0.10
H -0.044 1.586 0.101  0.08
H 1.529 1.200 -1.569  0.04

***

# 6
A 2-piece molecular cluster, C5H10O overall, computed with ωB97M-V/def2-TZVPD.

Its structure (SMILES) is C1=CCCC1.O. Its HOMO-LUMO gap is 0.3824 Ha. As for the net charge: 0. The calculation puts the relative energy (zero: lowest compared OMol25 entry of this formula, charge and spin) at 15.67 kcal per mole. The value obtained for the HOMO energy is -9.427 eV. Its spin multiplicity is 1.

Last column: Löwdin charge in e.
CARTESIAN COORDINATES (ANGSTROEM)
C 0.142 -0.899 -0.821  -0.13
C -1.012 -0.233 -0.884  -0.12
C -0.853 1.202 -0.434  -0.19
C 0.511 1.181 0.289  -0.19
C 1.264 -0.018 -0.323  -0.19
H 0.289 -1.938 -1.101  0.11
H -1.947 -0.644 -1.255  0.11
H -1.663 1.557 0.213  0.11
H -0.836 1.861 -1.313  0.11
H 1.060 2.123 0.205  0.10
H 0.345 0.996 1.359  0.10
H 1.935 -0.510 0.391  0.10
H 1.883 0.286 -1.179  0.11
O -0.506 -2.007 1.758  -0.06
H 0.275 -1.510 2.028  0.03
H -0.887 -1.448 1.066  0.00

***

Number 1: calculated total energy -7390.545 eV. Number 2: calculated total energy -7392.155 eV. Number 3: calculated total energy -7389.206 eV. Number 4: calculated total energy -7392.046 eV. Number 5: calculated total energy -7389.108 eV. Number 6: calculated total energy -7394.086 eV.